# 1
DFT (wB97M-V/def2-TZVPD) results for a cluster of 2 separate species, C24H24F4O3 in total in a non-equilibrium geometry.

Properties
E_LUMO	-4.0872	eV
largest force on an atom	3.10	eV Å⁻¹
energy above the lowest of the compared OMol25 structures with the same formula, charge and spin	26.7	kcal/mol
HOMO	-5.688	eV
net charge	0

CARTESIAN COORDINATES (ANGSTROEM)
C 4.218 -1.452 3.146
C 3.251 -0.335 2.844
O 1.956 -0.673 3.267
C 1.076 0.357 3.047
C -0.260 0.079 3.522
C -1.367 0.934 3.280
O -1.295 1.966 2.625
C -2.728 0.559 3.811
C -3.544 -0.305 2.842
C -3.178 -1.795 2.798
C -1.812 -2.108 2.150
C -0.675 -2.375 3.141
C -0.450 -1.256 4.160
O 1.405 1.402 2.494
H 5.229 -1.223 2.812
H 4.246 -1.651 4.217
H 3.894 -2.372 2.662
H 3.530 0.597 3.354
H 3.202 -0.111 1.771
H -2.649 0.075 4.788
H -3.258 1.501 3.997
H -4.610 -0.205 3.089
H -3.443 0.117 1.837
H -3.214 -2.213 3.810
H -3.965 -2.325 2.243
H -1.911 -2.977 1.484
H -1.533 -1.275 1.494
H -0.864 -3.322 3.663
H 0.257 -2.535 2.582
H 0.443 -1.480 4.756
H -1.268 -1.229 4.882
F 6.108 1.055 -1.221
C 5.057 1.742 -0.722
C 5.207 2.526 0.410
C 4.128 3.202 0.949
F 4.297 4.019 2.015
C 2.891 3.075 0.363
C 2.702 2.303 -0.802
C 1.399 2.279 -1.349
C 0.855 1.684 -2.511
C -0.488 1.992 -2.808
C -1.117 1.486 -3.920
F -2.407 1.806 -4.174
C -0.420 0.645 -4.769
C 0.897 0.310 -4.506
F 1.566 -0.528 -5.331
C 1.528 0.821 -3.398
C 3.829 1.645 -1.331
H 6.175 2.618 0.866
H 2.051 3.565 0.824
H 0.684 2.854 -0.782
H -1.041 2.646 -2.158
H -0.906 0.244 -5.640
H 2.536 0.503 -3.235
H 3.784 1.056 -2.221

Forces on the atoms, in the same order (eV/Å):
-0.3 -0.3 0.2
0.5 0.5 -0.2
0.3 0.0 0.0
-3.0 0.5 0.4
0.8 -0.4 0.1
1.3 -0.7 0.1
-0.2 1.5 -1.0
-0.6 0.0 0.6
-0.2 -0.1 0.0
0.0 -0.1 -0.2
-0.1 -0.1 -0.1
0.0 -0.3 -0.1
0.2 -0.2 0.4
1.2 0.3 -0.6
0.0 0.1 -0.1
0.0 0.0 0.1
0.0 -0.1 -0.1
0.2 -0.1 -0.2
0.3 0.0 0.0
-0.1 -0.1 -0.1
0.1 -0.1 -0.2
0.1 -0.1 0.1
0.0 0.0 0.0
0.0 0.0 0.0
0.1 0.2 0.0
0.0 0.1 0.2
0.0 0.0 0.1
-0.1 0.0 0.0
-0.1 0.1 0.0
-0.2 -0.2 -0.1
-0.1 -0.1 -0.1
-0.6 0.6 0.3
-0.7 -0.3 -0.3
0.6 0.3 0.6
0.1 0.2 0.0
-0.1 -0.8 -0.9
-0.7 0.3 0.6
0.2 0.0 0.1
0.5 0.1 0.4
-0.4 -0.5 -0.8
-0.3 0.4 0.4
0.0 0.0 0.0
1.0 -0.3 0.1
-0.5 -0.2 -0.7
0.1 0.2 0.4
-0.5 0.6 0.5
0.4 -0.3 -0.1
0.7 -0.5 -0.4
0.3 0.0 0.2
-0.2 0.1 0.1
-0.2 0.1 0.2
-0.2 0.1 0.2
-0.2 -0.1 -0.2
0.2 -0.1 0.0
0.1 -0.1 -0.1


# 2
DFT (wB97M-V/def2-TZVPD) results for a structure of composition C24H24FeO9 in a non-equilibrium geometry.

Properties
E_LUMO (alpha / beta)	0.4684 / -1.7285	eV
largest force on an atom	5.33	eV Å⁻¹
HOMO (alpha / beta)	-6.896 / -8.458	eV
spin multiplicity	5
net charge	0

CARTESIAN COORDINATES (ANGSTROEM)
C -3.891 4.096 0.570
O -2.767 4.707 -0.075
C -1.531 4.103 -0.028
C -1.033 3.269 1.026
C -0.409 1.942 0.592
C -0.068 1.785 -0.848
C -0.071 2.930 -1.596
C -0.635 4.182 -1.174
Fe -0.121 5.383 0.929
C 0.923 5.246 2.301
O 1.709 5.329 3.155
C -0.790 6.914 1.390
O -0.949 8.002 1.773
C 1.153 6.101 0.014
O 2.082 6.613 -0.460
H -4.563 4.929 0.784
H -4.372 3.414 -0.144
H -3.637 3.551 1.493
H -1.505 3.261 2.021
H 0.520 1.840 1.187
H -1.095 1.144 0.927
H 0.466 0.816 -1.205
H 0.342 2.925 -2.617
H -0.738 5.022 -1.873
C 0.988 -6.078 3.816
O 1.942 -5.675 2.805
C 1.635 -4.593 2.039
C 2.662 -4.059 1.217
C 2.499 -2.817 0.646
C 1.308 -2.096 0.823
C 1.197 -0.648 0.406
C 0.546 -0.422 -0.939
C -0.857 -0.946 -0.979
O -1.636 -0.851 -0.048
O -1.306 -1.437 -2.176
C -0.364 -2.081 -3.046
C 0.038 -3.444 -2.496
C -0.996 -2.181 -4.431
O 0.800 -1.234 -3.208
C 1.435 -0.951 -2.021
O 2.641 -1.048 -1.922
C 0.254 -2.680 1.532
C 0.385 -3.930 2.110
H 1.465 -6.927 4.305
H 0.808 -5.272 4.544
H 0.035 -6.386 3.361
H 3.593 -4.616 1.108
H 3.294 -2.368 0.044
H 0.584 -0.135 1.149
H 2.196 -0.197 0.340
H 0.534 -3.351 -1.521
H -0.865 -4.060 -2.402
H 0.723 -3.908 -3.218
H -1.211 -1.183 -4.819
H -0.295 -2.683 -5.102
H -1.920 -2.760 -4.375
H -0.681 -2.129 1.641
H -0.449 -4.358 2.674

Forces on the atoms, in the same order (eV/Å):
0.0 -0.1 0.0
1.1 0.2 -0.1
0.0 -1.1 1.7
-1.7 0.4 -1.8
0.7 0.2 1.2
-0.6 3.9 0.9
0.2 0.9 -1.2
-1.2 -1.6 -1.5
-2.0 -2.4 -0.4
2.8 0.2 3.5
-1.5 -0.4 -1.6
-0.7 4.1 1.8
-0.1 -2.1 -0.9
3.7 1.8 -2.2
-1.6 -0.8 0.7
0.0 -0.3 0.1
0.1 0.1 0.2
0.0 0.3 -0.4
0.0 -0.1 -0.6
-0.2 -0.2 -0.1
0.2 0.2 0.0
-0.1 1.1 -0.2
-0.1 0.0 0.5
0.1 -0.5 0.3
0.4 0.2 -0.6
-0.5 -0.2 0.1
-0.3 0.8 -0.1
-0.4 -0.7 0.8
-0.3 0.4 -0.3
0.0 -0.2 0.3
0.1 0.8 0.2
0.7 -5.3 0.0
-1.2 0.3 0.0
0.9 -0.1 -1.1
0.2 0.0 0.5
0.2 0.4 -0.6
-0.1 0.1 -0.1
0.1 0.1 0.3
-0.1 -0.4 0.6
0.9 0.2 -0.6
-1.3 0.3 -0.2
0.1 0.2 -0.4
0.7 -0.6 0.3
-0.2 0.1 0.0
0.1 -0.2 -0.3
0.3 0.0 0.1
-0.2 0.2 0.1
-0.2 -0.2 0.3
0.4 -0.2 0.0
-0.3 0.0 0.3
-0.1 -0.1 -0.2
0.3 0.1 0.1
-0.1 0.1 0.3
0.0 -0.1 0.1
-0.1 0.1 0.1
0.1 0.1 0.0
0.3 -0.2 0.0
0.4 0.2 -0.2


# 3
DFT (wB97M-V/def2-TZVPD) results for a structure of composition C24H24MnN6O4S2.

Properties
E_LUMO (alpha / beta)	-0.2495 / -0.2452	eV
largest force on an atom	0.59	eV Å⁻¹
energy above the lowest of the compared OMol25 structures with the same formula, charge and spin	17.5	kcal/mol
HOMO (alpha / beta)	-7.367 / -6.979	eV
spin multiplicity	2
net charge	0

CARTESIAN COORDINATES (ANGSTROEM)
Mn -0.009 -0.473 0.501
C -2.166 2.031 -2.182
C -3.464 1.944 -1.708
C -3.737 1.116 -0.635
C -2.692 0.399 -0.064
N -1.435 0.483 -0.532
C -1.180 1.284 -1.567
C -2.840 -0.500 1.088
C -4.046 -0.761 1.725
C -4.051 -1.639 2.795
C -2.863 -2.231 3.189
C -1.700 -1.928 2.502
N -1.689 -1.076 1.475
H -1.911 2.666 -3.018
H -4.259 2.516 -2.167
H -4.741 1.035 -0.245
H -0.152 1.303 -1.905
H -4.961 -0.292 1.397
H -4.975 -1.858 3.312
H -2.828 -2.923 4.018
H -0.742 -2.372 2.738
O 3.232 3.884 0.869
C 2.287 4.093 1.804
C 2.352 5.286 2.526
C 1.421 5.565 3.506
C 0.401 4.662 3.790
C 0.333 3.484 3.074
C 1.260 3.177 2.078
C 1.107 1.894 1.349
O 0.097 1.158 1.612
N 2.009 1.600 0.439
N 1.752 0.374 -0.186
C 2.730 -0.015 -0.916
S 2.672 -1.457 -1.913
C 4.472 -1.555 -2.084
C 4.984 -0.141 -2.274
S 4.235 0.895 -0.992
H 3.064 2.994 0.478
H 3.152 5.976 2.294
H 1.492 6.495 4.057
H -0.327 4.879 4.560
H -0.449 2.761 3.266
H 4.682 -2.185 -2.947
H 4.900 -2.011 -1.191
H 4.716 0.241 -3.259
H 6.066 -0.085 -2.151
C -1.462 -3.802 -2.956
C -0.637 -2.763 -2.237
N -0.511 -1.537 -2.591
O -1.236 -1.106 -3.698
C 0.075 -3.184 -1.025
C 0.653 -4.554 -0.882
N 0.228 -2.316 -0.080
O 0.878 -2.612 1.005
H -2.412 -3.402 -3.318
H -1.702 -4.617 -2.278
H -0.919 -4.226 -3.804
H -1.605 -1.870 -4.160
H 0.613 -5.114 -1.815
H 0.142 -5.129 -0.105
H 1.693 -4.461 -0.563

Forces on the atoms, in the same order (eV/Å):
0.0 -0.6 0.2
0.0 0.0 0.0
0.0 0.0 0.0
0.2 0.0 0.0
0.1 0.1 -0.1
0.0 0.2 -0.1
0.0 0.0 0.0
0.0 -0.1 0.1
0.2 -0.1 0.1
0.0 0.0 0.0
0.1 -0.1 0.1
0.0 0.1 -0.1
-0.1 0.1 0.0
0.0 0.0 0.0
0.0 0.0 0.0
0.0 0.0 0.0
0.0 0.0 0.0
0.0 0.0 0.0
0.0 0.0 0.0
0.0 0.0 0.0
0.0 0.0 0.0
0.0 0.0 0.1
0.1 0.0 0.0
0.0 0.0 0.0
0.0 0.0 0.0
0.0 0.0 0.0
0.0 0.0 0.0
0.0 -0.1 0.0
-0.1 0.1 -0.1
0.0 -0.1 0.2
0.1 0.0 0.0
0.0 -0.1 0.0
-0.1 0.0 0.0
0.1 0.0 0.0
0.0 0.0 0.0
0.0 0.0 0.0
0.0 0.0 0.0
-0.1 0.0 -0.1
0.0 0.0 0.0
0.0 0.0 0.0
0.0 0.0 0.0
0.0 0.0 0.0
0.0 0.0 0.0
0.0 0.0 0.0
0.0 0.0 0.0
0.0 0.0 0.0
0.0 0.0 0.0
-0.1 0.2 -0.1
0.0 -0.2 0.1
0.1 0.0 0.0
0.0 0.0 0.2
0.0 0.0 0.1
-0.2 0.0 -0.5
0.1 0.5 0.1
0.0 0.0 0.0
0.0 0.0 0.0
0.0 0.0 0.0
-0.1 -0.1 0.0
0.0 0.0 0.0
0.0 0.0 0.0
0.0 0.0 0.0


# 4
DFT (wB97M-V/def2-TZVPD) results for the ion C24H24N3O6 with charge -1 in a non-equilibrium geometry.

Properties
E_LUMO	1.1918	eV
largest force on an atom	2.80	eV Å⁻¹
energy above the lowest of the compared OMol25 structures with the same formula, charge and spin	124.4	kcal/mol
HOMO	-4.451	eV
net charge	-1

CARTESIAN COORDINATES (ANGSTROEM)
C -5.829 -0.064 4.530
N -4.945 -0.343 3.404
C -5.472 -1.348 2.481
C -3.642 0.187 3.288
C -2.568 -0.373 4.025
C -1.261 0.036 3.771
C -0.965 0.948 2.738
C 0.398 1.296 2.154
C 1.495 0.535 2.708
C 1.428 -0.934 2.616
O 0.429 -1.625 2.567
O 2.684 -1.523 2.561
C 3.658 -0.945 3.468
C 4.984 -1.685 3.236
C 3.239 -1.040 4.927
O 3.882 0.431 3.095
C 2.781 1.228 2.870
O 2.916 2.442 2.775
C 0.609 1.506 0.448
C 2.097 1.972 0.217
C 0.516 0.168 -0.221
N 0.437 -0.806 -0.868
C -0.298 2.432 -0.404
C -0.095 3.829 -0.466
C -0.989 4.681 -1.126
C -2.071 4.144 -1.855
N -3.019 5.008 -2.488
O -3.960 4.465 -3.114
O -2.899 6.252 -2.404
C -2.274 2.753 -1.863
C -1.402 1.924 -1.151
C -2.039 1.701 2.237
C -3.368 1.297 2.425
H -5.332 0.626 5.227
H -6.775 0.391 4.177
H -6.089 -1.000 5.058
H -4.706 -1.611 1.739
H -5.774 -2.257 3.033
H -6.371 -0.979 1.958
H -2.755 -1.167 4.757
H -0.473 -0.348 4.401
H 0.569 2.394 2.206
H 5.276 -1.622 2.179
H 5.769 -1.250 3.869
H 4.856 -2.736 3.514
H 2.332 -0.455 5.126
H 3.076 -2.100 5.164
H 4.071 -0.658 5.538
H 2.391 2.866 0.809
H 2.844 1.192 0.513
H 2.222 2.129 -0.886
H 0.821 4.246 -0.037
H -0.885 5.765 -1.040
H -3.161 2.380 -2.380
H -1.587 0.854 -1.297
H -1.863 2.639 1.696
H -4.221 1.788 1.914

Forces on the atoms, in the same order (eV/Å):
0.5 0.0 -0.4
-1.2 -0.3 0.0
0.4 0.5 0.3
1.0 0.5 -0.4
-0.4 0.7 -0.6
0.1 0.3 -0.3
-0.8 1.1 -0.6
-0.5 2.3 -0.7
2.1 -1.2 0.0
0.0 1.9 0.2
0.8 -0.2 -0.5
0.9 -0.4 1.3
-0.2 0.2 -1.3
-0.4 0.2 -0.1
0.0 -0.1 0.1
0.3 -0.1 0.4
-2.0 -0.8 -0.2
0.8 -0.6 0.7
0.4 -1.6 -0.8
0.4 -0.2 -0.6
-0.1 -1.6 -1.3
0.2 2.1 1.6
-1.1 0.0 0.0
0.0 -0.3 -0.1
-0.3 -0.2 -0.2
1.2 -0.8 1.5
-2.0 1.4 -1.4
1.6 1.0 1.1
0.0 -2.3 0.0
0.2 0.7 0.2
0.0 0.2 -0.4
-0.9 -0.3 -0.2
-0.3 -0.9 0.9
-0.2 -0.2 -0.2
0.2 -0.1 0.2
0.0 0.2 0.0
-0.2 0.1 0.2
0.2 0.1 -0.2
0.2 -0.1 0.0
0.0 0.4 -0.3
0.2 -0.2 -0.3
-0.1 -0.5 1.4
-0.1 0.0 0.3
-0.2 0.0 -0.2
0.0 0.2 -0.1
0.2 -0.2 -0.1
-0.1 0.3 0.0
-0.3 -0.1 -0.1
-0.6 -0.5 -0.7
-0.9 0.5 -0.3
-0.1 0.0 0.9
-0.6 0.0 0.1
0.1 -0.4 -0.3
0.5 -0.1 0.1
0.3 0.4 0.6
0.1 -0.6 -0.1
0.7 -0.2 0.4